(1)
{"formula": "C7H11MnN2O7S2", "method": "ωB97M-V with the def2-TZVPD basis set", "e_lumo_ev": [-8.000, -8.150], "total_charge": 1, "e_homo_ev": [-12.410, -12.414], "homo_lumo_gap_ev": [4.4, 4.3], "spin_multiplicity": 6, "elements": ["H", "C", "O", "Mn", "S", "C", "N", "C", "H", "O", "N", "O", "S", "C", "C", "O", "H", "O", "H", "O", "C", "H", "O", "H", "H", "H", "H", "H", "C", "H"], "coordinates": [[0.512459, 2.327046, -0.669088], [-1.911795, 0.895778, 0.423695], [3.538114, -1.485909, 0.224282], [-3.729718, -3.619084, 0.229151], [1.053752, -1.617763, -1.248312], [-2.661386, -0.417158, 0.122563], [-0.577376, -1.277040, -1.338219], [2.972958, 0.323826, 1.645000], [3.319316, -0.222880, 2.510774], [-2.545373, 2.067034, 0.015263], [1.571716, -0.323603, -0.294053], [1.260715, -2.844501, -0.569108], [-1.450240, -1.666496, -0.166143], [1.914422, 0.850482, -1.168763], [0.784221, 1.744111, -1.547399], [1.550761, -1.447741, -2.566601], [-0.830782, 0.841787, 0.366064], [-2.308508, -2.911456, -0.659287], [-3.457336, 1.572076, 1.847056], [-0.906351, -1.992710, 1.117135], [-2.497062, 1.810974, 1.418764], [1.136022, 2.415418, -2.319263], [3.044055, 1.040654, -1.455097], [-3.318084, -0.248129, -0.726609], [3.691956, 1.074424, 1.325408], [-3.174462, -0.658101, 1.052408], [2.047510, 0.847605, 1.864613], [-0.067808, 1.163436, -1.879436], [2.783924, -0.619028, 0.496244], [-1.745618, 2.376949, 1.948958]], "forces_ev_per_a": [[-0.1393, 0.0666, 0.0738], [-0.4869, -0.5579, 0.7552], [0.2148, -0.6306, -0.1996], [0.4333, -0.1331, -0.0930], [0.4047, -0.1447, -0.6693], [0.4004, 1.0125, -0.2629], [-0.3104, 0.1506, 0.4559], [-0.5144, 0.4067, -0.3757], [0.2183, -0.0240, 0.0969], [0.0920, 0.2969, -0.3922], [0.2902, -0.0053, -0.4474], [-0.2611, -0.0297, 0.4203], [0.9613, -0.0631, -0.2416], [-0.6597, -0.1248, 0.1616], [0.1160, -0.1707, -0.0001], [-0.2337, 0.2674, -0.1270], [0.0394, 0.0515, -0.2249], [-0.9168, -0.0857, 0.1959], [-0.0326, 0.1270, 0.3460], [-0.2881, -0.1618, 0.3546], [0.7395, -0.4209, -0.6007], [-0.0539, 0.0832, -0.1458], [0.8270, 0.2009, 0.0824], [-0.0892, -0.2058, -0.1073], [0.2885, -0.0307, 0.1621], [-0.3023, -0.4899, -0.1078], [-0.0971, -0.0050, 0.1914], [-0.1988, 0.0276, -0.0776], [-0.0189, 0.1893, 0.4176], [-0.4223, 0.4035, 0.3594]]}

***

(2)
{"formula": "C7H11N", "method": "ωB97M-V with the def2-TZVPD basis set", "e_lumo_ev": 0.943, "relative_energy_kj_mol": 521.8, "e_homo_ev": -9.026, "homo_lumo_gap_ev": 10.0, "elements": ["H", "C", "C", "H", "C", "H", "H", "C", "C", "C", "H", "H", "H", "C", "H", "N", "H", "H", "H"], "coordinates": [[-0.716425, -0.250322, 1.447081], [-1.675411, 0.886001, -0.047765], [-1.563958, -0.425669, 0.689251], [2.582059, -0.903699, 1.239541], [-0.233858, 1.657971, -0.264906], [-2.251651, 1.479733, 0.471598], [2.274660, -0.476448, -1.063004], [1.049519, 1.195591, -0.476907], [0.226502, -1.453878, -0.605158], [-1.006527, -1.542535, -0.230214], [-2.097496, 0.593474, -1.059096], [2.186308, 0.589390, 1.151943], [1.980345, 1.646470, -0.638570], [1.326243, -0.418221, -0.405813], [-1.703859, -2.438940, -0.476418], [1.688153, -0.371740, 1.006757], [-0.352559, 2.881244, -0.015301], [-2.570383, -0.716239, 0.869324], [0.858347, -1.932188, -1.592342]], "forces_ev_per_a": [[-2.0768, -0.6727, -0.0396], [5.3538, -2.7229, -4.5366], [2.7990, -0.6450, -0.6579], [-1.7236, -0.2695, -0.5865], [0.5179, 2.4710, 0.8826], [-3.0654, 3.4168, 2.3344], [-1.7145, -0.8612, 0.6236], [-5.3955, -3.1400, -0.5323], [5.4569, -0.2417, -5.8599], [-2.5417, -0.6786, 1.1249], [0.2606, 1.0448, 0.9337], [-1.6290, -1.7655, 0.0168], [0.7737, 1.4424, -0.0042], [0.5501, 3.7817, 0.8221], [1.4200, 1.7526, 0.1260], [4.2017, 1.1537, 2.1716], [0.3603, -3.3495, -1.0438], [-0.6472, -0.2381, 1.5538], [-2.9004, -0.4782, 2.6711]]}

***

(3)
{"formula": "C7H11N", "method": "ωB97M-V with the def2-TZVPD basis set", "e_lumo_ev": 1.154, "relative_energy_kj_mol": 564.6, "e_homo_ev": -8.877, "homo_lumo_gap_ev": 10.0, "elements": ["H", "C", "C", "C", "H", "H", "H", "H", "H", "C", "N", "C", "C", "H", "C", "H", "H", "H", "H"], "coordinates": [[0.373490, -0.821036, 0.887636], [-1.526312, -1.297998, 0.047420], [-1.371806, 0.357845, -0.148765], [0.937469, 1.425819, 1.038780], [2.630443, -0.235885, 0.870201], [0.547441, 1.034044, 2.083704], [-1.837353, -1.606308, 1.019627], [-0.447088, -2.062611, -1.641195], [0.417237, -2.776647, -0.024484], [0.644288, -0.588005, -0.144453], [-0.111015, 0.487415, -0.880323], [1.819686, 0.338850, 0.273885], [-0.313060, 1.413843, 0.150427], [-2.187727, -1.686020, -0.828742], [-0.142751, -1.894137, -0.543414], [1.586340, 2.376311, 1.147560], [-0.583860, 2.341137, -0.290091], [-2.307519, 0.760437, -0.584242], [2.300609, 0.727352, -0.520988]], "forces_ev_per_a": [[-0.6957, 1.0608, 0.6251], [0.3697, 0.5406, -2.9413], [-1.1400, -2.0859, -0.2107], [0.6664, -1.2533, 1.9111], [-1.4265, 1.1342, -0.4668], [1.4793, 0.8952, -1.7436], [-0.1949, -0.3867, 0.5557], [1.4983, 0.0097, 1.4726], [-1.6709, 1.2396, -0.9930], [0.1455, 0.5307, -0.5167], [-0.5666, -2.0615, -0.8706], [0.3338, -3.1319, 3.2972], [0.4295, 0.8787, 0.6848], [0.0406, 1.1134, 2.1132], [0.7362, 0.0692, -0.2086], [-1.7055, -1.2393, -0.2177], [-0.5475, 1.0980, 0.1976], [0.7156, -0.0934, 0.0364], [1.5327, 1.6818, -2.7249]]}

***

(4)
{"formula": "C7H11N", "method": "ωB97M-V with the def2-TZVPD basis set", "e_lumo_ev": [0.879, 0.973], "relative_energy_kj_mol": 623.6, "e_homo_ev": [-6.712, -6.578], "homo_lumo_gap_ev": [7.6, 7.6], "elements": ["C", "C", "H", "C", "H", "H", "H", "H", "H", "H", "H", "H", "N", "H", "C", "C", "H", "C", "C"], "coordinates": [[0.913981, -1.701059, 0.480027], [-0.514416, -1.821535, 0.212185], [-1.976469, 1.262985, -0.022178], [-1.577870, 0.648088, 0.815085], [2.811366, 0.467956, 1.309870], [-0.591662, 1.570872, -1.918336], [-1.328537, 1.315658, 1.596120], [-2.423608, 0.122523, 1.162478], [1.296076, 1.464338, 1.249397], [-0.102792, -0.438306, -3.854769], [1.676604, -2.410106, 0.484966], [1.935977, 1.123368, -0.309239], [-0.321701, -0.395684, -2.817850], [-1.001165, -2.307793, 0.998746], [1.864013, 0.736908, 0.714625], [-0.441739, 0.508235, -2.016752], [-0.781272, -2.320196, -0.618420], [-0.499874, -0.250400, 0.344505], [0.871819, -0.307391, 0.498644]], "forces_ev_per_a": [[0.6906, 2.7037, -0.5273], [0.0371, 2.3652, 2.2955], [0.2203, -0.1076, 0.4882], [-0.1552, 0.6702, -1.6771], [-1.4166, 0.3396, -1.4483], [0.1046, 0.6726, -0.5095], [0.7007, 0.8068, 0.8757], [-0.9481, -0.9902, 0.4106], [0.0874, 1.1193, 0.6752], [-0.6145, 0.7792, 1.3784], [1.2465, -0.9912, 0.0909], [1.1820, 0.4136, 0.2772], [0.9294, -0.7207, -1.2820], [-1.2189, -0.6120, 1.5663], [0.5518, 0.0484, 0.1692], [-0.3890, -1.3370, 1.5041], [-1.0359, -1.1134, -3.4638], [-2.0362, -0.8925, -2.3332], [2.0639, -3.1541, 1.5096]]}

***

(5)
{"formula": "C7H11N", "method": "ωB97M-V with the def2-TZVPD basis set", "e_lumo_ev": 0.877, "relative_energy_kj_mol": 648.2, "e_homo_ev": -8.264, "homo_lumo_gap_ev": 9.1, "elements": ["H", "H", "C", "H", "H", "C", "H", "H", "C", "H", "C", "H", "H", "C", "N", "C", "C", "H", "H"], "coordinates": [[0.560188, -2.009173, -1.085628], [-0.486930, 1.441742, -2.007717], [-1.083733, -0.699641, 1.061145], [1.286729, 0.877622, 1.841912], [0.300620, -1.464027, 2.856627], [1.156739, -0.229734, 1.336869], [1.382376, 2.004574, -1.484831], [-0.516187, -0.865344, -2.396080], [0.617122, 1.763009, -0.350254], [0.852520, 2.730354, 0.318871], [-0.752488, 1.320856, -0.900078], [-2.149501, -1.030293, 1.374411], [-1.701998, 1.644755, -0.600898], [-0.402617, -1.436874, -1.415888], [0.825934, 0.214540, -0.083835], [-0.525539, -0.253277, -0.360505], [0.062323, -1.037179, 1.799525], [2.098684, -0.840472, 1.344887], [-1.524240, -2.131438, -1.248533]], "forces_ev_per_a": [[-1.9359, 0.8670, -1.2793], [-1.7966, -0.6684, 1.2669], [1.2132, -2.3030, 0.8479], [0.0131, -3.1566, -0.1942], [-1.4120, 0.3909, -2.0080], [3.1505, 3.0555, -1.7145], [-2.0544, -0.4372, 3.7636], [0.8714, -1.5778, 0.8932], [2.3283, -0.7026, -2.6390], [-0.7252, -2.8240, -0.7218], [1.1355, -2.0787, -1.9663], [1.9195, 0.5759, -1.0085], [-1.0727, 1.2640, 0.3246], [-3.5943, -0.0414, 1.7283], [1.8201, 1.4012, 2.2732], [0.0103, 1.9870, -0.4012], [-3.2305, 1.5247, 1.4326], [-0.3229, 1.0009, 0.1568], [3.6825, 1.7226, -0.7543]]}

***

(6)
{"formula": "C7H11N", "method": "ωB97M-V with the def2-TZVPD basis set", "e_lumo_ev": 0.928, "relative_energy_kj_mol": 195.2, "e_homo_ev": -7.453, "homo_lumo_gap_ev": 8.4, "elements": ["C", "C", "H", "H", "H", "C", "H", "C", "C", "H", "H", "H", "C", "H", "H", "H", "C", "H", "N"], "coordinates": [[1.195133, 0.537135, -0.007825], [-2.621659, 0.274978, -0.230950], [-3.214562, -0.010200, 0.639753], [1.947932, 2.400319, -0.747806], [-0.356909, -1.748864, 1.104581], [-0.221977, 0.796561, 0.031191], [3.182234, 1.376613, 0.004139], [-1.189016, -0.135654, -0.051683], [-0.975008, -1.595190, 0.219548], [-3.048716, -0.228625, -1.099526], [-0.484657, 1.844697, -0.047829], [-2.717754, 1.349100, -0.372058], [2.147732, 1.707297, 0.069482], [-0.496671, -2.068535, -0.638546], [-1.920143, -2.111484, 0.376778], [2.785289, -2.256564, 0.265244], [1.688100, -0.679587, -0.106961], [2.011756, 2.241638, 1.010710], [2.288895, -1.693635, -0.418241]], "forces_ev_per_a": [[0.2801, -0.3136, 0.5137], [0.1049, 0.0665, 0.0575], [-0.0989, -0.0591, 0.0154], [0.0340, 0.0752, -0.0332], [0.1303, -0.0330, -0.0488], [-0.8432, -0.5394, -0.6893], [0.0251, 0.0657, -0.0118], [-0.3458, 0.7868, 0.9328], [0.0445, -0.0167, -0.4836], [-0.0947, -0.0214, -0.0404], [-0.1458, 0.0441, -0.0681], [-0.0172, 0.0631, -0.0481], [0.0285, -0.1682, -0.0718], [0.1177, -0.1973, 0.0831], [-0.0963, 0.0715, 0.0286], [-0.4422, 0.0041, 0.3111], [0.9565, 0.2014, 0.0253], [0.0278, 0.0295, 0.0122], [0.3345, -0.0592, -0.4846]]}

***

(7)
{"formula": "C7H11N", "method": "ωB97M-V with the def2-TZVPD basis set", "e_lumo_ev": 1.066, "relative_energy_kj_mol": 443.0, "e_homo_ev": -8.877, "homo_lumo_gap_ev": 9.9, "elements": ["H", "C", "C", "H", "C", "H", "H", "H", "C", "H", "H", "H", "H", "C", "H", "C", "H", "C", "N"], "coordinates": [[-1.146418, -2.154402, -0.232045], [1.818749, -0.154539, -0.443480], [-0.399712, -1.405119, -0.528511], [0.090384, -1.535939, -1.604280], [0.957497, -1.228983, 0.253629], [-2.073268, -0.011372, -1.235112], [-1.235272, -0.110272, 1.444877], [1.628101, 0.322121, 2.048992], [-1.263433, -0.112073, -0.474427], [-2.464389, 0.598329, 1.095656], [-0.969644, 2.220606, 0.119552], [1.515212, -2.220075, 0.434451], [-0.407438, 1.690456, -1.432290], [1.319504, 0.085302, 1.071624], [2.819540, -0.039904, -0.962043], [0.839399, 1.037901, 0.047578], [1.544004, 2.045224, 0.016225], [-0.569171, 1.298683, -0.451793], [-2.003643, -0.325939, 0.831388]], "forces_ev_per_a": [[0.8840, -0.2681, -0.0890], [-1.4878, 1.5907, 2.8798], [1.6374, 1.4448, -2.2160], [-1.7775, -0.2309, 1.8953], [1.1290, 0.0126, -0.5803], [0.7828, -0.8165, 0.1467], [0.7425, -0.9867, 1.0751], [0.9190, -0.2639, 0.8564], [-2.1927, 1.4101, 0.7432], [-0.2245, -1.3979, -1.0616], [-0.1604, -2.0039, -0.4484], [-0.9714, 1.6625, 0.1892], [-0.2225, 0.0949, -1.0081], [-1.0777, -1.8276, -3.8209], [-1.4107, -0.4355, 1.0474], [4.0017, 2.2603, -0.9796], [-1.9551, -2.2007, 0.3248], [1.4954, -0.6406, 0.7485], [-0.1115, 2.5966, 0.2975]]}

***

(8)
{"formula": "C7H11N", "method": "ωB97M-V with the def2-TZVPD basis set", "e_lumo_ev": -0.923, "relative_energy_kj_mol": 924.7, "e_homo_ev": -7.279, "homo_lumo_gap_ev": 6.4, "elements": ["C", "H", "C", "C", "H", "N", "C", "H", "C", "H", "H", "H", "H", "H", "H", "H", "H", "C", "C"], "coordinates": [[-1.213918, 1.289099, -0.077768], [1.854738, 1.395848, 0.532944], [2.500016, 0.697547, 0.018053], [2.005493, -0.717801, 0.398716], [2.354972, 0.834176, -1.074054], [-2.895877, -0.243265, -1.211726], [-2.921461, -0.545843, 0.151441], [-2.764754, -1.571385, 0.527053], [-0.312775, 0.183663, 0.143377], [2.738101, -1.497302, 0.147049], [0.553480, -0.882848, -1.287209], [-1.301867, 2.026438, -0.875390], [-3.637983, 0.088378, 0.675037], [-1.581312, 1.759409, 0.850709], [0.210439, -1.919762, 0.158907], [1.839011, -0.663170, 1.478138], [3.546900, 0.848736, 0.289022], [0.600243, -0.960720, -0.209072], [-1.573454, -0.121200, -0.635226]], "forces_ev_per_a": [[0.9187, 2.3092, 0.1181], [0.0987, 0.4661, 0.0561], [-0.2020, -0.9865, -0.7890], [-0.2677, 0.6629, -0.1165], [0.3277, 0.1464, 0.5296], [2.5083, 0.0125, 1.1962], [-1.1837, -2.7068, -1.1864], [-0.0285, 0.4826, -0.0841], [-4.1039, -2.7191, -3.5151], [-0.3284, 0.1454, 0.0577], [0.8030, -0.8257, -0.3274], [0.8588, -0.2195, -0.3569], [0.3111, -0.1033, 0.6465], [-0.0193, -0.1853, -0.2618], [-0.2387, 0.3622, -0.2881], [0.2774, -0.5611, 0.0706], [-0.1742, 0.1172, -0.0477], [2.0800, 0.6778, 1.3836], [-1.6374, 2.9250, 2.9146]]}